This record from the Open Molecules 2025 dataset describes a cluster of 4 separate species, C21H37ClIN3O10S3 in total. The level of theory is wB97M-V/def2-TZVPD.

Results
LUMO, eV: -0.2
HOMO energy, eV: -8.580

Geometry as ORCA input:
```
! RIJCOSX wB97M-V def2-TZVPD def2/J DEFGRID3
* xyz 0 1
C -0.07125 -2.94204 -7.51437
C -1.33991 -2.49517 -6.77610
C -1.14200 -2.15420 -5.32881
N -1.73061 -2.90759 -4.44438
C -1.56066 -2.56323 -3.13064
C -2.19208 -3.32364 -2.13474
C -2.07014 -3.00579 -0.80903
I -3.05098 -4.13709 0.66073
C -1.27365 -1.89618 -0.40333
C -1.09367 -1.52515 1.05999
N -2.25118 -0.90838 1.68625
C -2.87533 0.14350 0.87893
C -0.65884 -1.15071 -1.38664
O 0.09457 -0.03886 -1.06688
C -0.77930 -1.46510 -2.76940
N -0.15450 -0.66526 -3.68552
C -0.36182 -1.02975 -4.90244
Cl 0.35182 -0.01404 -6.13795
H -0.19789 -2.73849 -8.57718
H 0.83032 -2.42797 -7.20027
H 0.09567 -4.01267 -7.42816
H -1.85033 -1.68273 -7.28969
H -2.03452 -3.33101 -6.79873
H -2.77864 -4.18279 -2.42594
H -0.89698 -2.45710 1.59120
H -0.21737 -0.90515 1.21274
H -2.93980 -1.60228 1.93620
H -2.07837 0.69788 0.38921
H -3.44415 0.82145 1.50905
H -3.52761 -0.26615 0.10072
H 0.87572 -0.36039 -0.60247
C 4.59917 2.17048 -2.25004
C 4.75983 0.67656 -2.05375
O 5.67421 0.35545 -0.97711
S 5.14869 0.49733 0.51004
C 6.46439 -0.36344 1.29797
O 3.93541 -0.25175 0.64679
O 5.19826 1.87754 0.89394
H 4.08810 2.63104 -1.40570
H 4.01445 2.36715 -3.14828
H 5.57171 2.65306 -2.34459
H 3.79843 0.19137 -1.88006
H 5.19373 0.22695 -2.94425
H 6.44930 -1.39965 0.97262
H 6.29613 -0.29910 2.37076
H 7.40286 0.11690 1.03459
C 4.16431 8.97450 2.52932
C 5.37268 8.07946 2.33579
O 5.09370 6.70334 2.65379
S 4.28025 5.84427 1.58206
C 4.58583 4.25898 2.27106
O 4.93915 5.96029 0.31552
O 2.88890 6.15516 1.70266
H 3.38491 8.74825 1.80305
H 4.44941 10.02026 2.40973
H 3.73740 8.83282 3.52208
H 5.76399 8.15325 1.31977
H 6.16981 8.37960 3.01375
H 5.64789 4.04878 2.21465
H 4.02840 3.54121 1.68624
H 4.23769 4.25698 3.30153
C -8.38372 -5.78988 3.66565
C -8.55471 -4.30752 3.40006
O -7.57867 -3.50729 4.09930
S -6.10578 -3.44795 3.50449
C -5.53039 -2.09159 4.46635
O -6.18035 -3.06165 2.12861
O -5.39567 -4.62867 3.89002
H -7.45884 -6.16585 3.23014
H -9.21537 -6.34571 3.23223
H -8.34411 -5.98569 4.73704
H -8.51797 -4.08660 2.33229
H -9.52233 -3.97227 3.76810
H -6.09995 -1.20577 4.19969
H -4.47694 -1.95146 4.23083
H -5.65074 -2.33304 5.51893
*
```

***

This record from the Open Molecules 2025 dataset describes a cluster of 4 separate species, C3H11N2O3 in total in a non-equilibrium geometry. The level of theory is wB97M-V/def2-TZVPD.

Results
Relative energy (zero: lowest compared OMol25 entry of this formula, charge and spin), eV: 2.562
LUMO, eV: -3.4
HOMO energy, eV: -14.164

Geometry as ORCA input:
```
! RIJCOSX wB97M-V def2-TZVPD def2/J DEFGRID3
* xyz 1 1
C 0.36749 -2.65186 0.04017
C -0.53049 -1.58055 0.01763
N 0.10774 -0.49331 -0.66168
C 1.36506 -0.94696 -0.89452
N 1.62358 -2.18498 -0.53265
H 0.10667 -3.46887 0.62424
H -1.59059 -1.65774 0.19991
H -0.12960 0.46150 -0.77181
H 2.06876 -0.17192 -1.39111
H 2.27126 -2.79190 -1.02064
H 0.90582 3.17001 -0.67131
H -0.66515 3.02374 0.00992
O 0.04414 2.56126 -0.42603
H 1.57476 1.09605 2.66689
H 0.84405 2.16562 2.00245
O 0.99489 1.83319 2.93389
H -3.02947 1.07657 -1.24384
H -3.52207 0.15679 -0.14370
O -2.80687 0.40336 -0.73780
*
```

***

This record from the Open Molecules 2025 dataset describes a structure of composition C4H6OS in a non-equilibrium geometry. The level of theory is wB97M-V/def2-TZVPD.

Results
Relative energy (zero: lowest compared OMol25 entry of this formula, charge and spin), eV: 1.500
LUMO, eV: 0.5
HOMO energy, eV: -8.759

Geometry as ORCA input:
```
! RIJCOSX wB97M-V def2-TZVPD def2/J DEFGRID3
* xyz 0 1
C 0.96673 0.30063 -1.09044
C 0.12075 -0.41866 -0.04669
C -0.02998 0.13981 1.41614
C -1.37378 -0.17898 -0.06386
H 0.72819 -0.11397 -1.97965
H 2.04034 0.04482 -0.90366
H 0.84959 1.42185 -1.13349
H 0.19781 -1.48698 -0.17617
H 0.34968 1.11378 1.68906
H 0.22815 -0.56339 2.17896
O -1.49498 0.17768 1.21811
S -2.58250 -0.43660 -1.10831
*
```

***

This record from the Open Molecules 2025 dataset describes a structure of composition C34H52O3PReS4Sb3Te in a non-equilibrium geometry. The level of theory is wB97M-V/def2-TZVPD.

Results
LUMO (alpha / beta), eV: -2.6 / -2.9
HOMO energy (alpha / beta), eV: -6.794 / -6.778

Geometry as ORCA input:
```
! RIJCOSX wB97M-V def2-TZVPD def2/J DEFGRID3
* xyz 0 4
Re -0.64614 1.02822 -0.33259
S 5.30593 2.53671 0.72705
Sb 3.90510 1.25064 -0.67742
S -1.23642 -0.83491 1.13092
S 1.31629 1.98489 0.10890
S 4.06284 2.07875 -2.93495
C 3.70194 2.26789 3.74314
C 4.53138 3.08479 4.71226
C 4.73254 2.77554 6.16320
C 5.30310 4.24540 4.07547
Sb -0.83053 1.28189 2.39811
C -2.95904 1.77071 2.96294
C -3.02888 1.38777 4.40862
C -3.11070 3.27266 2.76734
C -3.97908 1.02938 2.07571
C 0.44637 -5.99935 5.43813
C 0.69745 -7.33125 4.81952
C -0.31046 -5.05182 4.51631
C 0.76999 -5.60837 6.85258
H 3.17761 1.38650 4.19073
H 4.41355 1.97363 2.94924
H 3.02883 3.08306 3.29408
H 3.78660 2.75775 6.73215
H 5.37388 3.47589 6.60510
H 5.06303 1.75291 6.22970
H 6.05331 4.58374 4.86307
H 4.63412 5.13269 3.79937
H 5.83104 3.89907 3.11225
H -2.40798 2.12126 5.03741
H -2.65054 0.40273 4.61225
H -4.05115 1.45554 4.77784
H -2.15856 3.79515 3.04399
H -4.01602 3.64670 3.30182
H -3.22128 3.47522 1.71917
H -4.22888 1.62159 1.09830
H -4.89061 0.86111 2.63664
H -3.66983 0.04166 1.69875
H 1.15095 -8.02995 5.54703
H 1.46185 -7.19450 4.03669
H -0.27376 -7.75572 4.47611
H -1.37604 -5.25992 4.59271
H -0.02878 -5.17391 3.45605
H -0.09964 -4.01875 4.92106
H 1.85211 -5.50125 6.96373
H 0.53078 -6.43424 7.57896
H 0.25355 -4.69530 7.07867
C -3.34476 6.03995 -0.82791
C -3.78864 4.62356 -1.23849
O -2.82767 4.17383 -2.28799
P -2.66929 2.64178 -2.44935
O -1.73093 2.17156 -1.26857
Te -4.74423 1.46515 -2.94608
O -1.65730 2.35544 -3.67261
C -1.60256 3.03716 -4.94293
C -0.15119 3.13316 -5.16864
H -4.09063 6.64679 -0.27240
H -3.02289 6.55292 -1.77463
H -2.52875 5.99551 -0.12406
H -4.79398 4.49864 -1.69291
H -3.71793 3.85242 -0.42161
H -2.07399 4.02197 -4.76707
H -2.15738 2.54664 -5.76571
H 0.47495 2.88200 -4.33421
H 0.03882 4.22090 -5.38290
H 0.09511 2.53511 -6.04817
C 3.16453 -4.60203 -1.17967
C 2.04993 -4.78496 -1.99093
C 1.27350 -3.68657 -2.32864
C 1.54309 -2.39686 -1.74163
C 2.66376 -2.21807 -0.99483
C 3.45537 -3.34892 -0.67205
Sb 0.28280 -0.69869 -2.24425
C -1.50437 -1.69293 -2.84056
C -1.99938 -2.71959 -2.01873
C -3.30426 -3.14388 -2.26691
C -4.10367 -2.54448 -3.21873
C -3.60745 -1.52863 -4.01672
C -2.31758 -1.06690 -3.74290
C 0.96355 -0.45217 -4.46541
C 0.53925 -1.37323 -5.39287
C 1.10483 -1.36199 -6.65506
C 2.11491 -0.44427 -6.98172
C 2.52056 0.49013 -6.05061
C 1.94932 0.45599 -4.77658
H 3.87290 -5.41094 -0.97499
H 1.71403 -5.76978 -2.34132
H 0.45010 -3.86003 -3.03640
H 2.85271 -1.25300 -0.50001
H 4.26763 -3.21837 0.07533
H -1.41998 -3.20241 -1.22840
H -3.66548 -3.89805 -1.59022
H -5.17216 -2.78229 -3.22346
H -4.28169 -1.06048 -4.69347
H -1.98001 -0.17252 -4.23675
H -0.29105 -1.97188 -5.00713
H 0.65627 -1.97924 -7.44920
H 2.57873 -0.50484 -7.95055
H 3.35205 1.20599 -6.28939
H 2.36068 1.02919 -3.89708
*
```

***

Let's list calculated total energy in order: -3691.469884 -455.859764 -629.392043 -4553.388126 hartree.